No. 1
A single C3H4N4O molecule. Source: the Open Molecules 2025 dataset; level of theory: the ωB97M-V functional and the def2-TZVPD basis.

Output
energy relative to the best compared isomer or geometry (same formula, charge and spin) = 433.2 kJ/mol
charge = 0
SMILES = [H]/N=C\n1onc/c1=N/[H]
gap between HOMO and LUMO = 0.341 hartree
total energy = -11179.47972 eV
max |F| = 3.4 eV/A

```
12
Properties=species:S:1:pos:R:3:nbo_charge:R:1
H 1.7910 1.6665 -0.8622 0.344
N 1.6521 1.9127 0.1075 -0.642
C 0.8985 1.1420 0.8594 0.268
N 0.0674 0.0691 0.5545 -0.182
O -0.9554 -0.0884 1.5211 -0.180
N -1.7412 -1.1510 1.1296 -0.027
C -1.4060 -1.4145 -0.0897 -0.046
C -0.2897 -0.6451 -0.6063 0.343
N 0.1267 -0.5871 -1.8001 -0.668
H 0.7629 0.1192 -2.0837 0.357
H 0.8987 1.2483 1.9500 0.195
H -1.8051 -2.2716 -0.6801 0.239
```

No. 2
A single C3H4N4O molecule. Source: the Open Molecules 2025 dataset; level of theory: the ωB97M-V functional and the def2-TZVPD basis.

Output
energy relative to the best compared isomer or geometry (same formula, charge and spin) = 558.6 kJ/mol
charge = 0
SMILES = N/N=C1\C=NNC1=O
gap between HOMO and LUMO = 0.324 hartree
total energy = -11178.17919 eV
max |F| = 8.3 eV/A

```
12
Properties=species:S:1:pos:R:3:nbo_charge:R:1
N 1.4180 -1.7443 -0.1339 -0.710
N 1.1723 -0.4417 -0.8498 -0.073
C 0.2439 0.1403 -0.3414 0.011
C -0.4724 -0.2955 0.9887 -0.038
N -1.3492 0.6691 1.1587 -0.185
N -1.4145 1.4550 -0.0701 -0.455
C -0.3426 1.3326 -0.9330 0.581
O -0.2746 1.7013 -2.1281 -0.521
H 2.2344 -2.3279 -0.1970 0.403
H 0.7253 -1.8147 0.7651 0.345
H -0.3362 -1.3129 1.6363 0.233
H -1.6044 2.6387 0.1045 0.411
```

No. 3
A single C3H4N4O molecule. Source: the Open Molecules 2025 dataset; level of theory: the ωB97M-V functional and the def2-TZVPD basis.

Output
energy relative to the best compared isomer or geometry (same formula, charge and spin) = 622.9 kJ/mol
charge = 0
SMILES = [H]/N=C/N=c1\nc[nH]o1
gap between HOMO and LUMO = 0.301 hartree
total energy = -11177.51355 eV
max |F| = 9.8 eV/A

```
12
Properties=species:S:1:pos:R:3:nbo_charge:R:1
H 1.5992 -2.5250 1.9952 0.323
N 1.7716 -1.4719 2.4384 -0.605
C 0.5501 -0.9932 1.6946 0.197
N 0.3241 0.4611 1.4232 -0.503
C 0.0556 0.6676 0.1837 0.615
N 0.1029 -0.1892 -0.8623 -0.473
C -0.8410 0.2299 -1.6887 0.267
N -1.0909 1.6917 -1.3466 -0.319
O -0.3545 1.8708 -0.1258 -0.297
H -0.1243 -1.6864 0.8585 0.175
H -1.3461 -0.3143 -2.5370 0.242
H -0.6467 2.2589 -2.0334 0.376
```

No. 4
A single C3H4N4O molecule. Source: the Open Molecules 2025 dataset; level of theory: the ωB97M-V functional and the def2-TZVPD basis.

Output
energy relative to the best compared isomer or geometry (same formula, charge and spin) = 411.6 kJ/mol
charge = 0
SMILES = [H]/N=C1/NC=NN=CO1
gap between HOMO and LUMO = 0.371 hartree
total energy = -11179.70294 eV
max |F| = 6.7 eV/A

```
12
Properties=species:S:1:pos:R:3:nbo_charge:R:1
H 2.8282 -0.9257 0.2616 0.360
N 2.5566 0.0045 -0.0033 -0.697
C 1.2594 0.0837 -0.0583 0.693
N 0.5555 1.1477 -0.0604 -0.640
C -0.8730 1.3564 -0.0994 0.209
N -1.8706 0.6389 0.1078 -0.297
N -1.7907 -0.8160 0.0002 -0.345
C -0.6920 -1.3358 -0.0775 0.378
O 0.5275 -1.0675 0.0784 -0.493
H 0.9769 1.9769 0.2318 0.426
H -1.2232 2.4460 0.1297 0.205
H -1.1227 -2.4089 -0.1486 0.199
```

No. 5
A single C3H4N4O2 molecule. Source: the Open Molecules 2025 dataset; level of theory: the ωB97M-V functional and the def2-TZVPD basis.

Output
energy relative to the best compared isomer or geometry (same formula, charge and spin) = 374.1 kJ/mol
charge = 0
SMILES = [H]/N=c1\ncc(O)nn1O
gap between HOMO and LUMO = 0.296 hartree
total energy = -13227.03852 eV
max |F| = 4.1 eV/A

```
13
Properties=species:S:1:pos:R:3:nbo_charge:R:1
H -2.8251 1.4935 0.2288 0.374
N -2.4977 0.5499 -0.2272 -0.766
C -1.1871 0.5609 -0.1255 0.509
N -0.1429 1.5136 -0.0527 -0.447
C 1.1310 1.2356 0.0350 0.077
C 1.5077 -0.1635 0.0094 0.383
O 2.8806 -0.4580 -0.2293 -0.670
N 0.6376 -1.0974 0.0846 -0.228
N -0.6280 -0.7878 0.2007 0.047
O -1.3696 -1.9371 -0.1062 -0.499
H 1.7988 2.1337 0.3092 0.234
H 2.9064 -1.4848 -0.1740 0.496
H -2.2118 -1.5587 0.0472 0.491
```

No. 6
A 2-piece molecular cluster, C3H4N4O2 overall. Source: the Open Molecules 2025 dataset; level of theory: the ωB97M-V functional and the def2-TZVPD basis.

Output
energy relative to the best compared isomer or geometry (same formula, charge and spin) = 862.3 kJ/mol
charge = 0
gap between HOMO and LUMO = 0.253 hartree
total energy = -13221.97815 eV
max |F| = 7.2 eV/A

```
13
Properties=species:S:1:pos:R:3:nbo_charge:R:1
C 0.5446 -0.7680 -0.0686 0.496
C -0.9567 1.3222 -0.1241 0.259
C 1.2579 0.5602 -0.2069 0.323
H 2.2743 -1.3839 0.4251 0.545
H -2.4520 -1.2207 -0.9109 0.492
H -1.6652 2.2025 0.2284 0.237
H 2.7818 1.5097 0.4308 0.358
N -0.7517 -0.9934 -0.2248 -0.307
N -1.4122 0.0826 -0.2268 -0.033
N 0.3058 1.6000 -0.1638 -0.517
N 2.5487 0.5654 0.3276 -0.716
O 1.3654 -1.7599 -0.0101 -0.638
O -2.7214 -0.3121 0.5399 -0.498
```

No. 7
A 2-piece molecular cluster, C3H4N4OS overall. Source: the Open Molecules 2025 dataset; level of theory: the ωB97M-V functional and the def2-TZVPD basis.

Output
energy relative to the best compared isomer or geometry (same formula, charge and spin) = 0.0 kJ/mol
charge = 0
gap between HOMO and LUMO = 0.289 hartree
total energy = -22017.62475 eV
max |F| = 4.5 eV/A

```
13
Properties=species:S:1:pos:R:3:nbo_charge:R:1
C 1.5974 -0.9764 -0.6395 0.216
C 0.9432 0.9709 0.0002 0.122
C -2.9299 -0.1609 0.4728 0.880
N 0.4820 -0.3210 -0.3869 -0.548
N 2.2841 1.0666 -0.2302 -0.330
N 2.5989 -0.1600 -0.5867 -0.300
N -3.5499 0.3939 1.3157 -0.727
O -2.4210 -0.9840 -0.1422 -0.568
S -0.0751 2.0780 0.5815 -0.285
H 1.7170 -2.0869 -0.8947 0.228
H 3.5239 -0.4780 -0.8315 0.419
H -3.6760 1.2000 1.7835 0.424
H -0.4947 -0.5423 -0.4421 0.468
```

No. 8
A single C3H4N4S molecule. Source: the Open Molecules 2025 dataset; level of theory: the ωB97M-V functional and the def2-TZVPD basis.

Output
energy relative to the best compared isomer or geometry (same formula, charge and spin) = 259.5 kJ/mol
charge = 0
SMILES = C=Nn1cnc(=S)[nH]1
gap between HOMO and LUMO = 0.261 hartree
total energy = -19967.94443 eV
max |F| = 4.0 eV/A

```
12
Properties=species:S:1:pos:R:3:nbo_charge:R:1
C -0.7189 2.3605 -0.0769 -0.118
N 0.0262 1.4558 0.5262 -0.220
N 0.1099 0.1659 0.1968 -0.052
C -0.1298 -0.4606 -1.0167 0.209
N 0.2669 -1.7250 -1.0758 -0.454
C 0.7725 -2.0025 0.1867 0.202
S 1.1665 -3.5615 0.7617 -0.223
N 0.6258 -0.8132 0.9462 -0.412
H -0.6392 3.4413 0.1800 0.218
H -1.6573 2.0249 -0.6800 0.172
H -0.6640 0.0057 -1.8861 0.227
H 0.8413 -0.8913 1.9381 0.452
```

No. 9
A 2-piece molecular cluster, C3H4N4S overall. Source: the Open Molecules 2025 dataset; level of theory: the ωB97M-V functional and the def2-TZVPD basis.

Output
energy relative to the best compared isomer or geometry (same formula, charge and spin) = 357.1 kJ/mol
charge = 0
gap between HOMO and LUMO = 0.361 hartree
total energy = -19966.93288 eV
max |F| = 6.4 eV/A

```
12
Properties=species:S:1:pos:R:3:nbo_charge:R:1
C -1.6976 -0.4442 -0.2598 0.152
C 1.9743 -0.2425 0.1916 -0.473
C 0.6974 0.1014 -0.5138 -0.136
N -2.6703 0.0971 0.4784 -0.283
N -2.0478 0.9865 1.2315 -0.056
N -0.8598 1.0752 1.0644 -0.031
N -0.5372 0.1913 0.1357 -0.264
S 1.4976 -1.2485 -1.2948 0.187
H -1.6871 -1.3518 -0.8347 0.229
H 2.9141 0.3684 0.2108 0.259
H 1.7066 -0.8838 1.0154 0.233
H 0.7099 1.3510 -1.4247 0.185
```

No. 10
An isolated ion of composition C3H4NO and charge -1. Source: the Open Molecules 2025 dataset; level of theory: the ωB97M-V functional and the def2-TZVPD basis.

Output
energy relative to the best compared isomer or geometry (same formula, charge and spin) = 234.8 kJ/mol
charge = -1
gap between HOMO and LUMO = 0.244 hartree
total energy = -6708.35429 eV
max |F| = 3.1 eV/A

```
9
Properties=species:S:1:pos:R:3:nbo_charge:R:1
C 0.9650 -0.3209 -0.4988 -0.275
C 1.7172 0.1167 0.5004 -0.662
C -0.6310 0.1542 -0.6058 -0.418
N -1.6524 0.1161 0.4642 0.087
O -2.5030 -0.8059 0.4049 -0.413
H 1.2426 0.4772 1.3593 0.150
H 2.6243 -0.3907 0.6122 0.171
H -0.7272 1.1741 -0.8236 0.194
H -1.0356 -0.5210 -1.4128 0.167
```